ORCA calculation (the ωB97M-V functional and the def2-TZVPD basis) on one molecule with the formula C4H9NO2 at a distorted geometry.

## Properties
Calculated total energy ... -363.046018 a.u.
Orbital gap ... 10.72 eV
Structure (SMILES) ... C[C@@H](CO)NC=O
Molar mass ... 103.12 g/mol

Each atom is followed by the atoms it is bonded to, with distances in Å.
Positions of all 16 atoms, in Å:
1 C 0.24786 0.24332 1.80880  C2 1.528, H8 1.093, H9 1.098, H10 1.097
2 C -0.26159 0.16695 0.37005  C1 1.528, C3 1.535, N5 1.466, H11 1.099
3 C 0.02087 1.47423 -0.38240  C2 1.535, O4 1.405, H12 1.096, H13 1.103
4 O -0.48176 1.44956 -1.69430  C3 1.405, H14 0.966
5 N 0.28619 -0.98122 -0.35850  C2 1.466, C6 1.356, H15 1.019
6 C -0.34272 -1.94006 -1.08198  N5 1.356, O7 1.218, H16 1.102
7 O 0.32270 -2.81865 -1.60101  C6 1.218
8 H -0.01268 -0.66030 2.36621  C1 1.093
9 H -0.19341 1.10291 2.33014  C1 1.098
10 H 1.33769 0.36292 1.83042  C1 1.097
11 H -1.35235 0.03428 0.38232  C2 1.099
12 H -0.47871 2.31015 0.12118  C3 1.096
13 H 1.10568 1.67500 -0.35985  C3 1.103
14 H -0.01575 0.74216 -2.15929  O4 0.966
15 H 1.25760 -1.28632 -0.40085  N5 1.019
16 H -1.43962 -1.87491 -1.17094  C6 1.102